C39H108NO16Zn as an isolated structure. Source: the OMol25 dataset; level of theory: ωB97M-V with the def2-TZVPD basis set.

Positions of all 165 atoms, in Å:
Zn 1.92136 -3.58839 0.77346
C -0.80431 -1.92431 -2.17890
C -0.30094 -0.66537 -1.47763
C -1.45675 0.34492 -1.62572
C -1.33777 1.53065 -0.67761
C -1.18005 1.04676 0.76230
C 0.01430 0.11517 0.94546
N -0.05196 -0.96814 -0.04586
O 0.97275 -1.88837 0.14953
C -0.16480 -0.47723 2.34218
C 1.27550 1.00749 0.91434
C 0.91267 -0.06683 -2.18488
H -1.21915 -1.66264 -3.15431
H -1.62523 -2.37228 -1.61370
H -0.03557 -2.69436 -2.27735
H -2.43136 -0.13166 -1.49226
H -1.43856 0.78714 -2.62490
H -2.22788 2.16134 -0.74205
H -0.51955 2.17045 -1.01271
H -2.08379 0.56356 1.14001
H -1.01397 1.98105 1.30632
H 0.70315 -1.05283 2.66962
H -1.03556 -1.13813 2.34335
H -0.39833 0.30050 3.07275
H 1.30335 1.74157 0.11357
H 2.15913 0.37045 0.82162
H 1.31217 1.51969 1.87879
H 1.78069 -0.72222 -2.14606
H 1.20847 0.86620 -1.70212
H 0.73426 0.25242 -3.21448
C -5.94554 1.85215 1.48498
C -5.06649 2.62588 0.53822
O -5.64158 3.86508 0.18953
H -5.43795 0.94099 1.82047
H -6.79333 1.44492 0.93122
H -6.21290 2.39212 2.39006
H -4.83302 2.01015 -0.34102
H -4.07243 2.80376 0.97811
H -5.21981 4.26339 -0.57382
C 2.00747 -1.22811 -6.18149
C 1.64717 -2.03421 -4.94985
O 2.20507 -3.35031 -5.09067
H 3.07555 -1.02251 -6.26145
H 1.49035 -0.26698 -6.19535
H 1.73430 -1.77596 -7.08387
H 0.56502 -2.15807 -4.87365
H 2.06730 -1.58356 -4.05134
H 1.65884 -3.96611 -4.59565
C 4.34758 2.76088 1.86235
C 3.72557 2.91603 3.24558
O 4.73743 3.11852 4.23148
H 5.03961 3.57588 1.65713
H 3.54138 2.76507 1.12080
H 4.86034 1.81088 1.69814
H 3.17601 2.00902 3.49361
H 3.08630 3.80114 3.26692
H 5.02732 4.03343 4.22536
C -4.04958 -1.74065 0.63143
C -4.55873 -2.52231 1.83959
O -5.74195 -3.22515 1.45307
H -4.56002 -0.78041 0.54830
H -4.11887 -2.34230 -0.27479
H -2.99021 -1.46131 0.70300
H -4.73720 -1.93558 2.73520
H -3.80078 -3.26378 2.12075
H -5.51831 -3.79081 0.70854
C 4.44738 1.25392 -1.49474
C 3.96370 1.12136 -2.92268
O 4.78389 1.88386 -3.80475
H 3.73589 0.77712 -0.80777
H 4.53730 2.28840 -1.16606
H 5.37678 0.70173 -1.34314
H 2.94490 1.51162 -3.02581
H 3.94288 0.09837 -3.29949
H 4.77101 2.80304 -3.52427
C -4.02259 -0.29801 4.99114
C -2.73028 -1.11467 5.06780
O -2.63385 -1.85731 6.26856
H -3.98022 0.50395 4.25218
H -4.19226 0.21527 5.93865
H -4.84077 -0.98934 4.79389
H -1.85022 -0.49590 4.89279
H -2.71836 -1.84112 4.24195
H -3.23471 -2.60565 6.27049
C -3.70206 -4.35181 -2.74658
C -2.78983 -5.23513 -1.89746
O -3.42867 -6.46458 -1.58705
H -4.57016 -4.20934 -2.10088
H -4.04381 -4.94378 -3.59468
H -3.18198 -3.45385 -3.06511
H -2.43316 -4.68102 -1.01884
H -1.83965 -5.48979 -2.38540
H -2.87447 -7.20035 -1.84930
C -2.24598 0.72168 -5.86194
C -1.57630 1.74634 -6.75052
O -2.06606 3.02468 -6.35252
H -3.33134 0.72272 -5.98436
H -2.10140 0.96685 -4.80853
H -1.91224 -0.28996 -6.09414
H -1.84466 1.57943 -7.79577
H -0.49046 1.72237 -6.62437
H -1.74540 3.77360 -6.85842
C 0.01841 3.36109 -3.79405
C 0.15751 4.73237 -4.44129
O 1.53596 5.08977 -4.29135
H -1.01153 3.00002 -3.81556
H 0.35791 3.38390 -2.75686
H 0.59127 2.59604 -4.32127
H -0.59213 5.44796 -4.09847
H 0.02205 4.64355 -5.52571
H 1.58449 6.05118 -4.33115
C 1.18872 6.37578 -0.87628
C 2.02836 5.42827 -0.05338
O 3.40835 5.56226 -0.40917
H 1.34804 7.41979 -0.61387
H 0.12163 6.13757 -0.78348
H 1.30384 6.27689 -1.95808
H 1.77428 4.37173 -0.21913
H 1.94577 5.58158 1.02192
H 3.50161 5.32120 -1.33514
C 4.23378 -4.05178 -2.57425
C 3.51961 -2.89397 -1.88167
O 3.51526 -3.14472 -0.45645
H 4.07190 -4.02819 -3.65306
H 3.80455 -5.01058 -2.26690
H 5.30546 -4.10411 -2.37766
H 2.47941 -2.85056 -2.19316
H 4.05057 -1.98229 -2.15874
H 4.42451 -2.98389 -0.17361
C 0.69939 -1.66721 6.49101
C 0.57995 -2.63415 5.32568
O 1.86537 -3.10691 4.89434
H 1.18292 -2.17184 7.32597
H -0.28478 -1.28473 6.76164
H 1.29376 -0.80154 6.18955
H 0.01553 -2.25075 4.47653
H -0.02108 -3.47649 5.69081
H 2.25728 -3.64029 5.59228
C -1.74819 -5.32433 1.80456
C -0.98708 -4.03427 2.04454
O 0.43189 -4.32991 2.06305
H -1.49372 -5.68680 0.80660
H -2.83635 -5.26487 1.77286
H -1.50786 -6.08322 2.55265
H -1.25404 -3.48173 2.94655
H -1.04714 -3.33316 1.20759
H 0.57875 -5.00296 2.74216
C -1.16236 4.84076 2.59124
C -0.86021 3.86887 3.70496
O -0.98597 4.51794 4.95997
H -0.44698 5.66320 2.58767
H -2.18620 5.20330 2.64182
H -1.01880 4.30810 1.64602
H 0.07896 3.32241 3.53659
H -1.58565 3.03751 3.71123
H -0.70719 3.91512 5.65496
C 4.64410 -1.48281 3.36676
C 3.49875 -1.42296 2.36780
O 2.76424 -2.67349 2.35760
H 4.23557 -1.54145 4.37750
H 5.28283 -0.60776 3.26934
H 5.21532 -2.40476 3.24747
H 3.87823 -1.20456 1.36992
H 2.79375 -0.62095 2.58776
H 2.35832 -2.71659 3.25433

Its net charge is +1. For the HOMO energy, the calculation gives -9.410 eV. For the orbital gap, the calculation gives 5.60 eV. The value obtained for the total energy is -4588.21300 Ha. For the relative energy (zero: lowest compared OMol25 entry of this formula, charge and spin), the calculation gives 12.1 kcal/mol.



A 2-piece molecular cluster, C39H24BF9 overall. Source: the OMol25 dataset; level of theory: ωB97M-V with the def2-TZVPD basis set.

Positions of all 73 atoms, in Å:
F 1.47845 2.17150 -5.28878
C 0.77288 2.01294 -4.11599
C 0.76868 3.05910 -3.19791
C 0.13761 2.83292 -1.98000
F 0.34577 3.81285 -1.02831
C -0.60698 1.68734 -1.67799
B -1.45801 1.45826 -0.34796
C -1.52069 2.75973 0.59609
C -0.81899 2.91804 1.78816
F 0.25400 2.08039 2.05842
C -1.01789 3.97439 2.66733
C -1.80522 5.03598 2.23111
F -1.87618 6.18382 2.99123
C -2.47604 4.99740 1.00878
C -2.29477 3.86580 0.22600
F -2.85755 3.88698 -1.02745
C -2.98815 1.04690 -0.66417
C -3.80570 0.61369 0.38504
F -3.33285 0.74189 1.67969
C -5.11540 0.16881 0.23130
C -5.68425 0.30875 -1.03101
F -6.96865 -0.14581 -1.24247
C -4.98061 0.85528 -2.09896
C -3.64886 1.19919 -1.88890
F -3.04386 1.81137 -2.95609
H -0.90960 0.47927 0.27744
C -0.50638 0.65984 -2.63085
F -1.06728 -0.56347 -2.33763
C 0.13798 0.79815 -3.85487
H 1.27472 4.00384 -3.36513
H -0.50193 3.99260 3.62463
H -3.09262 5.81795 0.64781
H -5.66085 -0.24751 1.07165
H -5.42709 1.01222 -3.07494
H 0.15572 -0.01948 -4.56713
C 4.00723 -5.56461 -1.39870
C 3.14970 -5.53007 -0.28650
C 2.45184 -4.36214 0.02386
C 2.64770 -3.17866 -0.72847
C 2.03779 -1.90696 -0.31664
C 0.74899 -1.94600 0.27407
C 0.23972 -1.11251 1.27189
C -0.51145 -1.66340 2.39723
C -0.99564 -0.82471 3.43123
C -1.61633 -1.34724 4.56452
C -1.76573 -2.73543 4.71704
C -1.28941 -3.58813 3.71192
C -0.69192 -3.06527 2.56209
C 2.81028 -0.67004 -0.44204
C 2.17140 0.58195 -0.48251
C 2.88470 1.77480 -0.40967
C 4.28551 1.75834 -0.30720
C 4.95225 0.53069 -0.36392
C 4.23184 -0.65893 -0.46715
C 3.47182 -3.25538 -1.87505
C 4.14778 -4.42909 -2.20250
H 4.55226 -6.47769 -1.64370
H 3.01842 -6.42578 0.32350
H 1.79076 -4.33950 0.89421
H 0.12556 -2.81070 0.00637
H 0.66197 -0.12067 1.41858
H -0.87964 0.25325 3.31056
H -1.98918 -0.66630 5.33195
H -2.23848 -3.15020 5.61442
H -1.38987 -4.66914 3.83220
H -0.35023 -3.75294 1.78629
H 1.09084 0.58845 -0.58136
H 2.34949 2.72742 -0.42684
H 4.84446 2.69327 -0.22831
H 6.04041 0.49522 -0.31898
H 4.77621 -1.60451 -0.51105
H 3.57660 -2.36988 -2.50258
H 4.79290 -4.44842 -3.08687

For the HOMO energy, the calculation gives -8.030 eV. For the orbital gap, the calculation gives 5.29 eV. The value obtained for the total energy is -2424.12316 Ha. For the relative energy (zero: lowest compared OMol25 entry of this formula, charge and spin), the calculation gives 0.0 kcal/mol.



C39H24F9IrN3P as an isolated structure. Source: the OMol25 dataset; level of theory: ωB97M-V with the def2-TZVPD basis set.

Positions of all 77 atoms, in Å:
Ir -0.50377 -0.24570 1.28567
C 3.66512 -1.12963 2.36417
C 2.26980 -1.06642 2.42334
N 1.54712 -0.36511 1.56746
C 2.18971 0.35730 0.59373
C 3.58261 0.29579 0.43035
C 4.31785 -0.47201 1.35826
C 4.17259 0.98513 -0.65602
C 3.37756 1.66908 -1.52482
C 1.97929 1.75531 -1.33930
C 1.37978 1.14877 -0.26276
N 0.02799 1.18204 0.12361
C -1.02733 1.91568 -0.45061
C -0.94195 3.03808 -1.24051
C -2.10908 3.70366 -1.67414
C -3.35311 3.28446 -1.30719
C -3.48099 2.16851 -0.44772
C -4.71613 1.70906 0.05784
C -4.74934 0.66402 0.94120
C -3.55050 0.05157 1.31429
N -2.37874 0.43784 0.83634
C -2.31893 1.49755 -0.03377
H 4.19877 -1.71364 3.10000
H 1.74118 -1.62102 3.18728
H 5.39494 -0.53522 1.26350
H 5.24526 0.94576 -0.79086
H 3.81525 2.17426 -2.37498
H 1.40522 2.30013 -2.06926
H 0.00989 3.46561 -1.50531
H -1.99660 4.57808 -2.30036
H -4.24037 3.81065 -1.63233
H -5.62972 2.20531 -0.24530
H -5.67796 0.30716 1.36234
H -3.53912 -0.76809 2.01939
F 5.11076 -5.53859 -0.74120
C 4.84702 -4.87184 0.38468
F 5.73755 -3.86502 0.47896
F 5.04546 -5.69070 1.41775
C 3.44356 -4.31005 0.36866
C 3.13197 -3.36096 -0.60075
C 1.87467 -2.79214 -0.61889
C 0.93325 -3.17172 0.34251
C 1.24017 -4.13983 1.29254
C 2.50341 -4.71807 1.29863
P -0.61660 -2.27830 0.36777
C -1.42912 -2.51588 -1.20280
C -1.93903 -1.44446 -1.93067
C -2.58019 -1.67999 -3.13550
C -2.71166 -2.98049 -3.60054
C -2.19156 -4.05233 -2.88664
C -1.53883 -3.82104 -1.68857
C -3.46557 -3.22796 -4.89014
F -3.26821 -2.23181 -5.76022
F -4.78159 -3.30242 -4.64431
F -3.08743 -4.36992 -5.46636
C -1.64928 -2.79167 1.74822
C -2.91472 -3.35649 1.61209
C -3.76657 -3.38987 2.70399
C -3.39098 -2.79721 3.90679
C -2.14334 -2.21713 4.05426
C -1.25710 -2.23016 2.97881
C -4.39022 -2.73684 5.04346
F -5.15821 -3.82490 5.07172
F -3.78244 -2.61047 6.22267
F -5.19074 -1.66920 4.87325
H 3.87431 -3.07243 -1.33392
H 1.62802 -2.05241 -1.37326
H 0.50532 -4.45204 2.02421
H 2.75539 -5.47383 2.02953
H -1.82453 -0.43050 -1.57324
H -2.96981 -0.85615 -3.71810
H -2.28610 -5.05814 -3.27206
H -1.11124 -4.65407 -1.14199
H -3.23258 -3.76249 0.66038
H -4.73730 -3.86180 2.62196
H -1.84991 -1.78999 5.00389
H -0.23354 -1.90008 3.14426

Its net charge is +2. For the HOMO energy (spin up / spin down), the calculation gives -13.436 / -13.437 eV. For the orbital gap (spin up / spin down), the calculation gives 6.24 / 6.24 eV. The value obtained for the total energy is -3008.95970 Ha. For the relative energy (zero: lowest compared OMol25 entry of this formula, charge and spin), the calculation gives 0.0 kcal/mol.



How do the records compare in strongest force on any atom? In the order shown, they have 3.15; 1.24; 0.12 eV Å⁻¹.